A molecular structure, C23H32Cl38O2PS in a non-equilibrium geometry. Source: the Open Molecules 2025 dataset; level of theory: wB97M-V/def2-TZVPD.

Each line ends with the Mulliken charge.
Positions of all 97 atoms, in Å:
C -1.13 3.68 2.51  -0.3215
C -2.06 2.48 2.45  -0.3294
C -2.01 1.38 1.20  0.7353
P -3.26 -0.07 1.45  0.8922
C -2.19 -1.16 0.24  -1.5630
C -1.15 -2.18 1.08  0.3173
C -0.32 -3.00 -0.12  -0.4840
S 1.18 -1.96 -0.64  -0.0112
C -4.31 -1.64 1.83  -0.6590
C -4.34 -1.89 3.45  0.4562
O -4.50 -0.96 4.39  -0.5793
O -4.20 -3.30 3.94  -0.4018
C -4.40 0.51 0.04  -0.1641
Cl -3.76 0.56 -1.74  -0.2011
C -5.81 0.94 0.22  0.1074
C -6.56 1.02 1.67  -0.7830
Cl -6.80 1.48 -1.30  -0.2668
H -0.04 3.50 2.94  0.0694
H -1.49 4.77 2.19  -0.2836
H -2.79 2.38 3.37  0.2073
H -0.92 0.92 1.25  -1.1474
H -2.11 1.89 0.14  0.4676
H -3.91 0.72 2.46  -0.0793
H -2.35 -0.54 2.51  0.2735
H -2.89 -1.82 -0.45  0.4464
H -1.47 -0.49 -0.43  0.1078
H -0.43 -1.52 1.72  -0.2114
H -1.72 -2.99 1.69  0.2608
H -1.02 -3.19 -1.04  0.1674
H 0.00 -4.07 0.28  0.3414
H 0.62 -0.75 -1.14  -0.0682
H -5.43 -1.53 1.47  0.4674
H -3.90 -2.62 1.32  0.2989
H -4.85 -3.41 4.70  0.2914
H -6.65 2.13 2.08  0.2317
H -7.68 0.66 1.49  0.2814
H -6.06 0.40 2.53  0.2027
C 1.22 -1.81 -4.99  0.5708
Cl -0.18 -1.56 -3.92  -0.0442
Cl 1.41 -3.53 -5.36  -0.1145
Cl 1.04 -0.87 -6.48  -0.0935
H 2.11 -1.47 -4.47  -0.3206
C 4.53 -4.03 -2.37  -0.1448
Cl 3.63 -3.98 -0.85  -0.0631
Cl 4.17 -5.51 -3.26  -0.1146
Cl 4.16 -2.60 -3.36  -0.0570
H 5.60 -4.02 -2.13  0.3035
C 2.02 1.56 1.70  -0.0816
Cl 1.01 1.63 0.25  -0.0493
Cl 1.36 0.39 2.86  -0.1336
Cl 3.69 1.15 1.28  -0.1204
H 2.01 2.55 2.17  0.3592
C 7.53 2.51 2.95  -0.0133
Cl 6.63 2.56 4.47  -0.1055
Cl 7.17 1.03 2.05  -0.0666
Cl 7.16 3.94 1.96  -0.1289
H 8.60 2.52 3.18  0.3234
C 0.17 3.13 -6.10  0.0184
Cl 1.34 4.09 -7.03  -0.1278
Cl 0.98 2.27 -4.78  -0.0230
Cl -1.12 4.17 -5.47  -0.1092
H -0.28 2.39 -6.77  0.2588
C -4.06 6.42 0.34  -0.0032
Cl -2.62 7.06 1.15  -0.1556
Cl -4.60 7.53 -0.93  -0.1483
Cl -3.75 4.81 -0.32  -0.0359
H -4.86 6.33 1.09  0.2997
C 7.53 -7.52 -1.53  0.0005
Cl 6.61 -6.09 -1.03  -0.0594
Cl 6.90 -8.98 -0.75  -0.1244
Cl 7.49 -7.70 -3.30  -0.1210
H 8.57 -7.38 -1.22  0.3134
C 5.02 0.45 -6.40  -0.0330
Cl 4.01 0.52 -7.86  -0.1117
Cl 4.36 -0.72 -5.25  0.0182
Cl 6.69 0.04 -6.82  -0.1417
H 5.01 1.43 -5.93  0.2820
C -0.08 5.54 -10.76  0.0314
Cl -1.09 5.60 -12.22  -0.1313
Cl -0.74 4.36 -9.61  -0.0770
Cl 1.59 5.13 -11.18  -0.1240
H -0.09 6.52 -10.29  0.2920
C -2.16 3.35 6.38  -0.0817
Cl -1.66 5.02 6.05  -0.1355
Cl -3.90 3.15 6.11  -0.1309
Cl -1.24 2.23 5.37  0.0150
H -1.94 3.13 7.43  0.3538
C 4.94 -1.72 4.50  -0.1023
Cl 6.38 -1.08 5.30  -0.1367
Cl 4.40 -0.61 3.22  0.1035
Cl 5.25 -3.33 3.83  -0.1289
H 4.14 -1.81 5.24  0.2893
C -4.20 -5.70 6.73  0.1007
Cl -3.81 -4.41 7.88  -0.1086
Cl -4.05 -7.29 7.50  -0.1456
Cl -5.84 -5.47 6.08  -0.1579
H -3.49 -5.65 5.90  0.3031

Calculated values
- lowest unoccupied orbital energy (Ha) = 0.0559
- total charge = -1
- gap between HOMO and LUMO (eV) = 5.56
- HOMO energy (eV) = -4.04